Record 1
The following is a quantum chemistry calculation of a gas-phase ion, C3H7NOS (charge -2), from the Open Molecules 2025 dataset.

```
13
Properties=species:S:1:pos:R:3:forces:R:3:lowdin_charge:R:1
S 0.92631 2.03500 -1.44210 0.41 -0.30 0.38 -0.0859
O -0.18017 -2.41721 1.68025 1.53 0.48 0.04 -0.3941
N -0.95963 -0.91726 -0.14061 1.57 1.03 5.49 -0.0553
C -0.03607 0.07243 0.70770 -1.44 0.86 -2.27 -0.2755
C 0.09164 1.56193 0.12504 0.85 -1.62 0.98 -0.8148
C -0.69926 -2.33628 0.46394 -2.52 -0.75 1.18 -0.6000
H 0.39747 2.11728 1.05156 0.06 0.03 -0.93 0.0318
H -0.89653 1.75597 -0.07827 -2.56 1.10 -0.14 -0.0449
H -0.71875 -0.76412 -1.04789 1.26 0.00 -3.27 -0.0160
H 0.98533 -0.24650 0.80026 0.24 -0.83 0.50 0.0644
H -0.18477 -3.06188 -0.28838 -0.69 0.95 0.14 0.0615
H -0.57953 0.24361 1.65318 0.66 -0.53 -0.19 0.0797
H -1.80333 -2.63444 0.74533 0.62 -0.41 -1.91 0.0491
```
Forces are in eV/Å.

Output
E_HOMO in eV: 0.954
Energy above the lowest of the compared OMol25 structures with the same formula, charge and spin in kJ/mol: 168.5
SMILES: [O-]CNCC[S-]
Frontier orbital gap in eV: 5.333
LUMO energy in eV: 6.287
Strongest force on any atom in eV Å⁻¹: 5.8
Total charge: -2
Total energy in eV: -17593.1838

Record 2
The following is a quantum chemistry calculation of 2 unconnected molecules or ions with the total composition C6H12O, from the Open Molecules 2025 dataset.

```
19
Properties=species:S:1:pos:R:3:forces:R:3:lowdin_charge:R:1
O 2.26350 -2.02156 0.44178 -0.43 0.19 0.01 0.0356
C -2.16639 -0.23726 0.90261 -0.04 -0.05 0.01 -0.1030
C -0.43036 0.22412 -0.90300 -0.14 0.03 -0.03 -0.2701
C -1.14360 0.74187 0.33128 0.07 0.00 0.02 -0.2366
C 0.94558 0.71096 -1.21638 0.09 0.18 -0.05 -0.0694
C 0.72978 -0.74422 -0.84200 0.04 -0.21 -0.03 -0.1950
C 1.28766 -1.30588 0.42090 0.16 -0.09 -0.06 -0.2846
H -2.71095 0.20672 1.74263 0.08 -0.08 -0.12 0.0722
H 2.63168 0.61729 1.58560 0.00 0.09 0.09 0.0625
H -1.64565 1.67908 0.05615 0.09 -0.13 0.05 0.1146
H 1.22668 0.91047 -2.24602 -0.05 -0.06 0.17 0.1059
H -1.09093 0.06557 -1.75429 0.10 0.02 0.11 0.1405
H 0.84116 -1.44223 -1.66779 -0.02 0.10 0.09 0.1425
H -1.68302 -1.15354 1.26013 -0.08 0.11 -0.06 0.0671
H -2.90029 -0.52510 0.14148 0.10 0.04 0.10 0.0758
H 0.75808 -1.06093 1.36493 0.09 0.03 -0.12 0.1078
H 2.03972 0.98722 1.83954 0.12 0.05 0.04 0.0522
H -0.41200 1.01438 1.10454 -0.07 -0.08 -0.12 0.0949
H 1.42417 1.36227 -0.48946 -0.11 -0.15 -0.09 0.0871
```
Forces are in eV/Å.

Output
E_HOMO in eV: -9.681
Energy above the lowest of the compared OMol25 structures with the same formula, charge and spin in kJ/mol: 216.5
SMILES: CC[C@H]1C[C@H]1C=O.[H][H]
Frontier orbital gap in eV: 10.767
LUMO energy in eV: 1.085
Strongest force on any atom in eV Å⁻¹: 0.5
Total energy in eV: -8462.1100

Record 3
The following is a quantum chemistry calculation of 2 unconnected molecules or ions with the total composition C3H11NOS, from the Open Molecules 2025 dataset.

```
17
Properties=species:S:1:pos:R:3:forces:R:3:lowdin_charge:R:1
S -1.77937 0.25642 -1.92381 -0.05 0.04 -0.22 0.7276
O 2.85100 1.27908 1.04511 0.36 -0.28 0.43 -0.0824
N 2.05803 -0.88261 1.45805 0.15 0.03 -0.36 0.0240
C -1.43397 -1.41539 -1.29160 -0.91 0.15 -1.00 -0.4077
C 1.90125 0.27380 0.64735 -0.33 1.17 -0.34 -0.3696
C -2.43574 1.07211 -0.47054 -0.35 -0.23 0.82 -0.4559
H 2.01704 -0.60149 2.43037 0.00 -0.11 0.04 0.0734
H 2.03136 0.06759 -0.41796 0.11 -0.39 0.08 0.1110
H 2.85771 2.04737 0.47223 -0.25 0.00 -0.28 0.0711
H 2.98546 -1.25636 1.27953 -0.11 -0.11 0.21 0.0744
H -0.38098 -1.53271 -1.19127 0.71 -0.24 0.53 0.0037
H 0.89806 0.71084 0.75061 0.02 -0.32 0.18 0.1065
H -2.01450 -1.61817 -0.40346 0.18 0.05 0.36 0.0314
H -1.91521 1.95876 -0.16514 0.69 0.41 -0.13 0.0161
H -3.47073 1.37740 -0.53738 -0.38 -0.17 -0.45 0.0240
H -2.37834 0.38230 0.36647 0.04 -0.08 0.10 0.0259
H -1.79108 -2.11895 -2.04857 0.11 0.07 0.02 0.0265
```
Forces are in eV/Å.

Output
E_HOMO in eV: -8.498
Energy above the lowest of the compared OMol25 structures with the same formula, charge and spin in kJ/mol: 80.3
SMILES: CSC.NCO
Frontier orbital gap in eV: 9.296
LUMO energy in eV: 0.798
Strongest force on any atom in eV Å⁻¹: 1.4
Total energy in eV: -17661.5892

Q: Among the records above, which one has the lowest frontier orbital gap?
A: C3H7NOS